No. 1
Molecular formula: C47H37BF2N5O4TeTi
Method: DFT, the ωB97M-V functional and the def2-TZVPD basis

Geometry as XYZ:
```
98
Properties=species:S:1:pos:R:3:mulliken_charge:R:1
Ti -0.06983 -0.86498 1.07133 -0.130
N 2.27403 -1.59642 3.65241 0.377
C 1.00141 -1.39837 4.13365 0.468
C 0.87586 -1.51060 5.53127 -1.061
C -0.35450 -1.40491 6.11649 -0.612
C -1.46340 -1.18927 5.29852 -1.439
C -1.26248 -1.06398 3.95226 -0.258
N -0.04719 -1.14122 3.33974 0.945
C 2.83816 -1.61762 2.38979 0.105
C 4.16009 -2.06720 2.31537 -0.924
C 4.78736 -2.09812 1.09532 -0.831
C 4.07784 -1.69707 -0.03211 -1.593
C 2.78360 -1.27867 0.12623 -0.352
N 2.15360 -1.20272 1.32830 0.615
H 2.92957 -1.84249 4.37504 0.223
H 1.76119 -1.69063 6.12659 0.502
H -0.45886 -1.49583 7.18931 0.436
H -2.46371 -1.11237 5.69718 0.525
H -2.10288 -0.88249 3.30859 0.540
H 4.66818 -2.39014 3.21453 0.521
H 5.80992 -2.44263 1.01778 0.444
H 4.50700 -1.72399 -1.02241 0.627
H 2.20505 -1.01192 -0.74493 0.470
C -1.39158 3.48198 -4.43912 -1.727
C -0.94335 2.46197 -3.42817 0.086
C -0.45271 1.22062 -3.81931 -0.400
C -0.05472 0.27436 -2.88706 0.671
C 0.60020 -1.00523 -3.32096 -0.048
O 1.68558 -1.29849 -2.85982 -0.714
C -0.08710 -1.85178 -4.32567 0.481
C -1.46833 -1.78689 -4.49715 -0.233
C -2.09150 -2.62658 -5.40760 -0.930
C -1.33457 -3.51477 -6.15797 -0.383
C 0.04460 -3.57909 -5.99174 -0.663
C 0.66727 -2.75737 -5.07018 -0.492
C -0.17960 0.56061 -1.53053 -0.240
O 0.08577 -0.39532 -0.63581 -0.035
C -0.62413 1.81283 -1.09623 0.567
C -1.01042 2.73804 -2.07201 -0.660
C -0.62901 2.19247 0.32587 0.993
N -0.27268 1.39739 1.28657 1.581
C -0.26690 1.95461 2.66241 -0.679
C 0.85574 2.93523 2.96380 -1.407
Te 2.85747 2.23631 2.64013 0.180
C 2.99253 3.00053 0.67754 -0.606
C 2.55775 2.24415 -0.40579 0.329
C 2.59536 2.76709 -1.69066 -0.581
C 3.07888 4.05155 -1.89905 -0.640
C 3.52935 4.80619 -0.82326 -0.730
C 3.48896 4.28362 0.46362 -0.297
C -1.08430 3.59253 0.59149 -1.458
C -0.26518 4.68056 0.30439 0.711
C -0.73063 5.96822 0.52253 -0.882
C -2.01492 6.17222 1.01051 -0.780
C -2.83712 5.08672 1.27641 -0.899
C -2.37520 3.79486 1.06633 -0.027
H -1.15159 3.16441 -5.45250 0.408
H -0.91262 4.44586 -4.26345 0.370
H -2.47019 3.63620 -4.38255 0.343
H -0.37394 0.98116 -4.87428 0.441
H -2.05606 -1.09483 -3.90727 0.490
H -3.16523 -2.58692 -5.53254 0.424
H -1.82056 -4.16199 -6.87640 0.405
H 0.62914 -4.27262 -6.58121 0.419
H 1.73666 -2.80061 -4.91291 0.473
H -1.37541 3.70805 -1.76339 0.656
H -0.17377 1.12139 3.34689 -0.021
H -1.22865 2.42723 2.87286 0.622
H 0.80162 3.20080 4.02007 0.769
H 0.77260 3.85549 2.39552 0.178
H 2.17390 1.24608 -0.24143 0.405
H 2.24426 2.16934 -2.52419 0.585
H 3.11296 4.46218 -2.89983 0.445
H 3.91428 5.80485 -0.98418 0.392
H 3.83818 4.87593 1.29961 0.455
H 0.73293 4.51965 -0.08899 0.250
H -0.09042 6.81325 0.30586 0.493
H -2.37712 7.17802 1.17668 0.413
H -3.84256 5.24305 1.64383 0.465
H -3.01742 2.94405 1.26539 0.590
O -3.03522 -2.10056 1.59384 -0.659
C -2.23050 -2.95682 1.24572 0.312
N -0.91524 -2.67954 0.97078 1.304
C -0.26856 -3.84881 0.53499 -0.165
O 0.89363 -3.90428 0.21763 -0.671
C -1.27989 -4.94868 0.57519 -0.005
C -1.17268 -6.28366 0.24938 -0.475
C -2.31545 -7.06514 0.40016 -0.507
C -3.51190 -6.51755 0.85790 -0.586
C -3.61033 -5.16705 1.17996 -0.343
C -2.47031 -4.40460 1.02956 -0.003
H -0.24082 -6.69945 -0.10904 0.540
H -2.27774 -8.11832 0.15564 0.429
H -4.37942 -7.15557 0.96010 0.431
H -4.53641 -4.73060 1.52855 0.524
F -2.98876 0.36852 1.87593 -0.172
B -2.29509 -0.41736 1.01460 1.073
F -2.80182 -0.42603 -0.23629 -0.179
```

Output
Spin multiplicity   1
Orbital gap   7.382 eV
Charge   +1
Energy above the lowest of the compared OMol25 structures with the same formula, charge and spin   12.5 kcal/mol
E   -3730.13853 Eh
HOMO level   -10.26 eV



No. 2
Molecular formula: C47H37Br4N8O4PTi
Method: DFT, the ωB97M-V functional and the def2-TZVPD basis

Geometry as XYZ:
```
102
Properties=species:S:1:pos:R:3:mulliken_charge:R:1
Ti -0.37215 -0.52511 0.51457 0.223
C 5.34857 2.84199 2.14996 -1.576
C 4.33713 2.00625 1.40796 0.416
C 3.94034 2.32875 0.11363 -1.384
C 2.96225 1.59496 -0.52487 0.271
C 2.35710 0.48601 0.06962 0.344
N 1.39488 -0.27258 -0.63145 1.075
C 1.87391 -0.75962 -1.83621 0.450
C 3.25591 -0.86812 -2.11054 -0.356
C 3.75256 -1.27475 -3.33092 -1.244
C 2.90401 -1.65122 -4.36538 0.479
C 3.43712 -2.13108 -5.69280 -1.655
C 1.54921 -1.64031 -4.08989 -0.749
C 1.03543 -1.20418 -2.86979 -0.342
N -0.36174 -1.37597 -2.64469 0.547
C -1.27009 -1.62184 -3.62065 -0.323
C -2.29232 -2.33822 -3.06353 -1.929
C -1.93173 -2.48744 -1.71042 -0.429
N -0.79293 -1.87560 -1.44458 0.190
C 2.77514 0.15974 1.35954 -0.343
C 3.72696 0.92600 2.01814 -0.630
N 2.21480 -0.96120 2.04719 0.378
C 2.73559 -1.60366 3.11065 -0.403
C 1.83420 -2.55738 3.50729 -1.739
C 0.77204 -2.43397 2.60956 -0.672
N 1.00974 -1.48148 1.72721 1.406
H 5.89621 3.48431 1.45720 0.399
H 6.07227 2.22157 2.68374 0.348
H 4.85299 3.48801 2.88156 0.246
H 4.38410 3.18665 -0.38416 0.245
H 2.63597 1.86871 -1.52152 0.561
H 3.95150 -0.64185 -1.31638 0.480
H 4.82884 -1.32440 -3.47415 0.337
H 4.26293 -1.50191 -6.03500 0.375
H 2.65824 -2.11310 -6.45851 0.355
H 3.81181 -3.15721 -5.62564 0.286
H 0.86279 -2.01229 -4.84121 0.478
H -1.12109 -1.26053 -4.62510 0.609
H -3.18123 -2.70716 -3.54956 0.399
H -2.44171 -3.04906 -0.94451 0.559
H 3.99001 0.68253 3.04173 0.405
H 3.72647 -1.38683 3.46791 0.557
H 1.93729 -3.25396 4.32137 0.561
H -0.14350 -2.99701 2.55819 0.390
Br 1.19310 4.50051 5.39349 -0.241
C 0.43524 2.97109 4.55925 0.202
C -0.31211 2.06142 5.28762 0.395
Br -0.63812 2.33940 7.13564 -0.250
C -0.84074 0.92382 4.64885 0.113
Br -1.89346 -0.35580 5.57087 -0.231
C -0.64403 0.68211 3.28458 -0.803
O -1.11094 -0.31625 2.63665 -0.017
C 0.11513 1.63949 2.52711 0.194
O 0.21173 1.38144 1.24738 0.522
C 0.63876 2.74763 3.17497 0.218
Br 1.58289 4.00416 2.10865 -0.147
N -2.86470 0.49852 -1.38097 0.957
P -1.64246 1.52294 -0.76269 0.798
C -2.63633 2.68342 0.28387 1.224
C -1.98930 3.61962 1.08609 -0.006
C -2.70239 4.49094 1.89831 -0.617
C -4.08836 4.44162 1.92038 -0.671
C -4.74579 3.51187 1.12764 -0.762
C -4.02577 2.64013 0.31527 -0.512
C -1.38229 2.59202 -2.22955 0.594
C -0.56777 3.71325 -2.06481 -0.509
C -0.29453 4.55592 -3.13310 -0.732
C -0.80874 4.27611 -4.39202 -0.570
C -1.58897 3.14679 -4.57181 -0.813
C -1.87179 2.30600 -3.49671 -0.404
C -3.36685 -0.45261 -0.47033 -1.233
C -4.65172 -0.90243 -0.57943 -0.684
C -5.13796 -1.90219 0.29680 -1.176
C -4.23590 -2.37337 1.27251 -0.966
C -2.97739 -1.85695 1.35266 -0.597
N -2.47655 -0.86760 0.50353 1.180
H -3.58302 0.89959 -1.96635 0.604
H -0.90735 3.67031 1.07945 -0.287
H -2.16665 5.20054 2.51932 0.456
H -4.65207 5.11425 2.55630 0.365
H -5.82794 3.44830 1.14656 0.410
H -4.57296 1.91919 -0.27626 0.234
H -0.13720 3.91950 -1.08874 0.261
H 0.32926 5.42950 -2.98363 0.418
H -0.57876 4.92173 -5.23156 0.359
H -1.97699 2.90792 -5.55537 0.395
H -2.46122 1.41180 -3.66208 0.223
H -5.28962 -0.48641 -1.35561 0.442
H -6.14890 -2.27889 0.21684 0.347
H -4.52872 -3.15231 1.96659 0.415
H -2.29579 -2.19943 2.11387 0.269
O -1.54172 -5.25071 -0.33135 -0.740
C -0.45769 -5.12906 0.23798 0.261
C -0.05616 -6.08908 1.37410 -0.653
C 1.39454 -5.71865 1.63725 -0.352
C 1.61390 -4.50005 0.72526 0.255
O 2.69396 -3.91593 0.70034 -0.727
N 0.50490 -4.20110 -0.00565 -0.006
H -0.21088 -7.11967 1.05241 0.362
H -0.71663 -5.89907 2.22313 0.160
H 2.10147 -6.49945 1.35192 0.352
H 1.61051 -5.43229 2.66903 0.124
```

Output
Spin multiplicity   3
Orbital gap (spin up / spin down)   3.582 / 5.968 eV
Charge   -2
Energy above the lowest of the compared OMol25 structures with the same formula, charge and spin   24.1 kcal/mol
E   -14039.30969 Eh
HOMO level (spin up / spin down)   0.27 / -2.12 eV



The highest E belongs to which entry? C47H37BF2N5O4TeTi